Entry 1:
DFT (ωB97M-V with the def2-TZVPD basis set) results for C24H18Cl3FO3PPtSSi as an isolated structure in a non-equilibrium geometry.

```
53
Properties=species:S:1:pos:R:3
Pt 1.44388 -0.56971 -0.45131
O 1.19370 2.28800 -3.18563
S 0.66371 1.54924 -2.09840
O 0.22974 0.15658 -2.34343
O 1.64395 1.40980 -0.92256
C -0.70156 2.36364 -1.35976
C -1.17268 3.54743 -1.89199
C -2.26606 4.16360 -1.29657
C -2.86267 3.58907 -0.18715
C -2.37073 2.40259 0.34468
C -1.27732 1.76973 -0.23200
P -0.69807 0.18914 0.48764
C -0.65455 0.48492 2.26733
C -0.23428 1.72504 2.74854
C -0.07268 1.91990 4.11100
C -0.32472 0.88107 4.99777
C -0.73381 -0.35681 4.52140
C -0.89262 -0.56032 3.15921
C -2.03623 -0.97754 0.15559
C -3.16150 -1.03350 0.97752
C -4.20639 -1.88649 0.66094
C -4.13638 -2.68152 -0.47465
C -3.02175 -2.62306 -1.29885
C -1.97194 -1.77368 -0.98778
H -0.68858 3.96935 -2.76244
H -2.64904 5.08926 -1.70331
H -3.71862 4.06370 0.27333
H -2.84632 1.97506 1.21829
H -0.03174 2.53950 2.06409
H 0.24704 2.88508 4.48036
H -0.20567 1.03821 6.06153
H -0.93213 -1.16696 5.21039
H -1.20780 -1.53075 2.79576
H -3.22564 -0.42060 1.86776
H -5.07564 -1.93015 1.30322
H -4.95349 -3.34728 -0.71821
H -2.96910 -3.23644 -2.18812
H -1.11600 -1.71966 -1.64803
F 5.84594 -2.26430 -4.38513
C 4.93837 -1.91291 -3.46789
C 4.17499 -2.90184 -2.87598
C 3.23528 -2.54015 -1.92347
C 3.06649 -1.20079 -1.58841
C 3.85128 -0.22392 -2.19396
C 4.79597 -0.57738 -3.14603
H 4.31829 -3.93436 -3.16336
H 2.64162 -3.31888 -1.46356
H 3.73120 0.82091 -1.93963
H 5.41073 0.16446 -3.63648
Cl 2.57471 -0.34521 2.94784
Si 2.83357 -1.15063 1.14759
Cl 4.52793 -2.18397 1.11534
Cl 1.04733 -2.61646 0.61701
```

The charge is +1. For the gap between HOMO and LUMO, the calculation gives 7.207 eV. For the molecular weight, the calculation gives 765.97 g/mol. As for the highest occupied orbital energy: -11.820 eV. The largest force on an atom is 1.19 eV/Å. As for the LUMO energy: -4.61 eV.



Entry 2:
DFT (ωB97M-V with the def2-TZVPD basis set) results for a 2-piece molecular cluster, C2H9NP overall in a non-equilibrium geometry.

```
13
Properties=species:S:1:pos:R:3
C 0.81854 -1.40201 -0.54607
C -0.28250 0.65908 -0.11336
N 0.62524 -0.35765 0.41463
P -0.76489 1.99585 1.02834
H 1.16538 -1.06691 -1.50194
H 1.57470 -2.23660 -0.20322
H -0.18549 -2.05171 -0.74484
H 0.01639 1.25038 -0.87034
H -1.34860 -0.13817 -0.77101
H 1.46269 0.13902 0.60292
H 0.36455 -0.92095 1.29515
H -1.47344 2.42943 -0.10931
H -1.97258 1.70025 1.51905
```

The charge is +1. For the gap between HOMO and LUMO, the calculation gives 10.452 eV. For the molecular weight, the calculation gives 78.07 g/mol. As for the highest occupied orbital energy: -14.273 eV. The largest force on an atom is 8.06 eV/Å. As for the LUMO energy: -3.82 eV.



Entry 3:
DFT (ωB97M-V with the def2-TZVPD basis set) results for C24H33BN17S3W as an isolated structure.

```
79
Properties=species:S:1:pos:R:3
W -0.01890 -0.45424 -0.75575
C 3.34876 0.06791 1.19183
C 2.56042 -1.17455 0.78842
C 2.73753 -2.31170 1.74153
C 1.58906 -2.44894 2.40008
N 0.60684 -1.58318 1.89546
N 1.08864 -0.94259 0.81870
B -0.92838 -1.79257 1.93278
N -1.24471 -2.72845 0.72480
C -1.68658 -3.98483 0.70861
C -1.68212 -4.44840 -0.59531
C -1.20025 -3.40768 -1.36957
C -0.99580 -3.42652 -2.84488
N -0.91865 -2.35080 -0.55772
N -1.62568 -0.41699 1.64859
C -2.51970 0.21269 2.39908
C -3.07744 1.25874 1.66881
C -2.47416 1.23013 0.42858
C -2.77746 2.06857 -0.76295
N -1.55295 0.21084 0.42493
N -1.38243 -2.34980 3.22786
C -2.61873 -2.81093 3.58385
C -2.64531 -2.91488 4.94305
C -1.36669 -2.47495 5.37329
C -0.84722 -2.39447 6.77069
N -0.62190 -2.12431 4.34244
H 4.40958 -0.17955 1.21597
H 3.03755 0.38619 2.18553
H 3.18776 0.86937 0.46926
H 3.68370 -2.78242 1.95023
H 1.33461 -3.06091 3.24936
H -1.97557 -4.47871 1.62144
H -1.99223 -5.41836 -0.94302
H -1.25145 -4.41402 -3.22096
H 0.04512 -3.23549 -3.10956
H -1.63157 -2.69969 -3.34946
H -2.73078 -0.12989 3.40062
H -3.85745 1.92750 1.98953
H -3.83454 2.32911 -0.74209
H -2.56844 1.54200 -1.69319
H -2.20427 2.99868 -0.76097
H -3.38370 -3.01523 2.85076
H -3.45756 -3.26581 5.55625
H -1.62062 -2.67006 7.48376
H -0.50984 -1.38457 7.00027
H -0.00212 -3.06843 6.90814
C 0.65338 5.74278 -1.98030
C -0.03577 5.40688 -3.29757
S -0.46167 3.68137 -3.62348
C 1.13008 2.83430 -3.59515
C 1.71061 2.46028 -2.21882
S 0.40264 2.00666 -1.04021
C 0.83019 2.79515 0.54100
C 1.04510 4.30444 0.42645
S -0.24132 5.19109 -0.48927
H 0.75840 6.82591 -1.91739
H 1.66180 5.33221 -1.95125
H 0.57323 5.78842 -4.11917
H -0.99878 5.91651 -3.36105
H 1.88068 3.41890 -4.13086
H 0.96424 1.93391 -4.18772
H 2.21469 3.30767 -1.75975
H 2.43945 1.65355 -2.30333
H 1.69292 2.31102 0.99641
H -0.04451 2.58136 1.15950
H 2.01701 4.53582 -0.00731
H 1.06998 4.69685 1.44401
N 1.87007 -1.01320 -3.86175
C 0.53497 -0.65461 -3.91103
N -0.14731 -0.44860 -5.00421
N -1.39448 -0.14337 -4.58023
N -1.46980 -0.16607 -3.30457
N -0.23478 -0.49087 -2.82023
C 2.48360 -1.24763 -2.68771
N 3.71509 -1.76334 -2.51258
N 3.89339 -1.85725 -1.21834
N 2.81883 -1.45066 -0.63629
N 1.89839 -1.01213 -1.50972
H 2.34533 -1.23518 -4.72717
```

The charge is +2. For the gap between HOMO and LUMO (alpha / beta), the calculation gives 5.605 / 5.694 eV. For the molecular weight, the calculation gives 850.50 g/mol. Its expectation value of S² is 0.903. As for the highest occupied orbital energy (alpha / beta): -13.578 / -13.560 eV. The largest force on an atom is 0.47 eV/Å. Its spin multiplicity is 2. As for the LUMO energy (alpha / beta): -7.97 / -7.87 eV.



Entry 4:
DFT (ωB97M-V with the def2-TZVPD basis set) results for an isolated molecule of C5H6O in a non-equilibrium geometry.

```
12
Properties=species:S:1:pos:R:3
C 1.10209 -0.68199 -1.66542
C 0.56425 -0.57566 -0.28739
O 0.95935 0.37021 0.49322
C 0.20976 0.78039 1.53908
C -1.17977 0.68253 1.43861
C -2.38026 0.63030 1.24916
H 1.50406 0.27707 -2.00256
H 0.26943 -0.95331 -2.32522
H 1.87356 -1.45349 -1.78690
H -0.23990 -1.20297 0.08161
H 0.74289 1.42011 2.22207
H -3.42546 0.70680 1.04374
```

For the gap between HOMO and LUMO (alpha / beta), the calculation gives 8.290 / 7.043 eV. For the molecular weight, the calculation gives 82.10 g/mol. As for the highest occupied orbital energy (alpha / beta): -7.337 / -6.967 eV. The largest force on an atom is 1.73 eV/Å. As for the LUMO energy (alpha / beta): 0.95 / 0.08 eV.



> Among the records above, which one has the lowest molecular weight?

C2H9NP



> The lowest molecular weight belongs to which entry?

C2H9NP



> molecular weight of number 2 (C2H9NP)?

78.07 g/mol



> Which value of molecular weight does entry 3 give?

850.50 g/mol